1.
The following is a DFT calculation (ωB97M-V/def2-TZVPD) of a cluster of 16 separate species, C35H99BrN2O16PS in total at a distorted geometry.

Results
Largest force on an atom   1.52 eV Å⁻¹
Net charge   +1
Kohn-Sham gap   7.81 eV
Multiplicity   1

Each line ends with the Mulliken charge.
Element x y z (Å)
C 5.6901 1.4137 0.8593  -1.202
C 5.3635 -0.0686 0.9017  -0.503
C 5.2614 -0.6498 -0.4980  -0.066
C 5.1564 -2.1854 -0.4761  -0.839
C 3.9883 -2.7588 -1.3137  -0.772
C 3.2304 -3.9019 -0.6103  -0.986
C 1.7134 -3.6654 -0.4774  -0.792
C 1.1976 -3.7058 0.9641  -0.762
C -0.2691 -4.1332 1.0011  -0.469
C -1.0037 -3.6365 2.2389  -0.521
C -2.5180 -3.4400 2.0095  -0.372
C -2.9092 -1.9713 2.0893  -0.651
C -2.4176 -1.1968 0.8593  -0.947
C -3.4417 -1.2264 -0.2789  0.607
C -4.5555 -0.2366 -0.0965  0.184
N -4.4816 0.8060 0.7466  0.302
C -5.6521 1.5653 0.6775  -0.221
P -5.9477 3.0958 1.6305  0.190
O -4.6357 3.9892 1.2818  -0.397
Br -5.5135 2.4812 3.7351  -0.222
C -6.4426 0.9151 -0.2356  -0.349
N -5.7461 -0.1868 -0.6926  0.132
C -6.3049 -1.0834 -1.7160  -0.078
C -6.8539 -2.3991 -1.1546  -0.767
C -5.9904 -3.6655 -1.3156  -0.543
S -5.0882 -3.7920 -2.8648  -0.241
H 4.9335 1.9380 0.2959  0.256
H 5.7088 1.8457 1.8520  0.398
H 6.6363 1.5831 0.3627  0.233
H 6.1380 -0.6043 1.4448  0.354
H 4.4370 -0.2465 1.4439  0.282
H 4.3933 -0.2042 -0.9784  0.340
H 6.1265 -0.3349 -1.0646  -0.024
H 6.0742 -2.5920 -0.8861  0.261
H 5.0582 -2.4891 0.5580  0.464
H 3.3278 -1.9290 -1.5352  0.393
H 4.3789 -3.1116 -2.2595  0.438
H 3.6385 -4.0663 0.3777  0.510
H 3.4003 -4.8145 -1.1671  0.475
H 1.1921 -4.4384 -1.0336  0.338
H 1.4240 -2.7240 -0.9325  0.395
H 1.2992 -2.7062 1.3793  0.186
H 1.8015 -4.3860 1.5513  0.539
H -0.7381 -3.7811 0.0850  0.322
H -0.3202 -5.2156 0.9563  0.469
H -0.8972 -4.3433 3.0501  0.246
H -0.5726 -2.6904 2.5454  0.156
H -3.0854 -3.9786 2.7576  0.446
H -2.7964 -3.8338 1.0373  -0.033
H -3.9982 -1.8959 2.1262  0.596
H -2.5118 -1.5282 2.9920  0.006
H -2.0905 -0.1945 1.1002  0.629
H -1.5274 -1.6859 0.4864  0.033
H -2.9439 -0.9994 -1.2165  0.643
H -3.8368 -2.2329 -0.3461  -0.711
H -3.7331 1.0403 1.3688  0.260
H -3.8176 3.5706 1.5778  0.299
H -7.4220 1.2039 -0.5575  0.539
H -5.6129 -1.1835 -2.5400  -0.631
H -7.1475 -0.5256 -2.0952  0.488
H -7.8050 -2.5866 -1.6325  0.416
H -7.0202 -2.2476 -0.0947  0.338
H -6.6592 -4.5141 -1.3308  0.635
H -5.3708 -3.8149 -0.4394  0.247
H -4.3603 -2.6751 -3.0048  0.139
C -5.5556 -0.7251 -5.3227  -0.664
O -4.5402 -0.5203 -4.3297  -0.382
H -6.3860 -1.2445 -4.8494  0.261
H -5.9057 0.2307 -5.7158  0.304
H -5.1722 -1.3385 -6.1391  0.297
H -3.8094 -0.0653 -4.7602  0.279
C 8.4337 0.4654 -3.4183  -0.597
O 8.1214 0.7824 -2.0693  -0.431
H 7.6585 0.8971 -4.0478  0.268
H 9.4023 0.8875 -3.6967  0.234
H 8.4554 -0.6177 -3.5654  0.225
H 8.8144 0.3960 -1.5227  0.284
C 11.9829 -1.0622 -2.1537  -0.592
O 10.6767 -0.8743 -1.5982  -0.427
H 12.4223 -0.0820 -2.3017  0.176
H 12.6122 -1.6304 -1.4697  0.268
H 11.9205 -1.5792 -3.1152  0.317
H 10.2916 -1.7437 -1.4640  0.252
C 13.3493 1.7880 0.2454  -0.584
O 12.8966 0.4448 0.3843  -0.466
H 14.3879 1.7516 -0.0721  0.230
H 12.7668 2.3249 -0.5089  0.258
H 13.2899 2.3263 1.1946  0.279
H 11.9773 0.4716 0.6609  0.277
C 2.1026 -3.9285 4.5390  -0.112
O 1.6923 -5.2872 4.6224  -0.540
H 3.1343 -3.9071 4.1975  0.349
H 1.4747 -3.3889 3.8238  -0.293
H 2.0361 -3.4461 5.5182  0.307
H 0.7811 -5.2932 4.9276  0.294
C -0.5354 0.3619 -6.2658  -0.591
O -1.6359 0.2506 -5.3564  -0.491
H -0.1115 1.3537 -6.1434  0.217
H 0.2288 -0.3838 -6.0408  0.257
H -0.8676 0.2407 -7.2982  0.278
H -1.9931 -0.6362 -5.4667  0.271
C 4.9605 5.2436 -0.5511  -0.556
O 4.2631 4.0234 -0.2861  -0.473
H 6.0243 5.0313 -0.5298  0.214
H 4.7002 5.6319 -1.5381  0.227
H 4.7285 5.9937 0.2101  0.319
H 3.3236 4.2169 -0.3071  0.250
C -9.5365 1.9327 5.6231  -0.508
O -8.4359 2.8109 5.8365  -0.438
H -10.2428 2.0942 6.4318  0.222
H -10.0354 2.1474 4.6739  0.249
H -9.2180 0.8862 5.6390  0.232
H -7.8044 2.6765 5.1269  0.218
C -2.2911 3.2644 6.4723  -0.372
O -2.2901 4.4521 5.6845  -0.483
H -1.3819 3.2638 7.0659  0.256
H -3.1543 3.2422 7.1421  0.249
H -2.2992 2.3747 5.8336  0.084
H -3.0967 4.4628 5.1649  0.276
C -7.6549 6.6905 0.4751  -0.529
O -7.6674 6.7212 1.9013  -0.508
H -8.6022 7.0798 0.1135  0.293
H -6.8403 7.3129 0.0941  0.261
H -7.5300 5.6636 0.1172  0.195
H -6.8227 6.3772 2.2015  0.283
C -6.2056 10.3983 0.9175  -0.509
O -7.3343 10.2704 1.7734  -0.495
H -5.9334 11.4492 0.8787  0.257
H -5.3595 9.8243 1.3084  0.226
H -6.4495 10.0562 -0.0933  0.223
H -7.5660 9.3373 1.8016  0.305
C -0.9401 -4.8186 -4.6188  -0.502
O -2.2577 -4.5130 -5.0705  -0.499
H -0.2654 -4.6625 -5.4563  0.304
H -0.6450 -4.1621 -3.7982  0.165
H -0.8655 -5.8584 -4.2937  0.262
H -2.8598 -4.6517 -4.3364  0.245
C 7.3323 7.3147 -3.1917  -0.580
O 7.4711 5.9476 -2.8158  -0.440
H 7.0850 7.8763 -2.2947  0.209
H 8.2635 7.7076 -3.6071  0.289
H 6.5293 7.4449 -3.9226  0.270
H 7.6902 5.4476 -3.6051  0.266
C -0.4080 -1.6673 5.4587  -0.349
O -0.8230 -3.0257 5.5716  -0.430
H 0.5480 -1.6585 4.9421  0.178
H -1.1287 -1.0799 4.8797  0.010
H -0.2815 -1.2101 6.4425  0.345
H -1.6649 -3.0367 6.0333  0.260
C -3.1056 -7.1130 -1.7881  -0.722
O -2.7791 -5.7802 -1.3961  -0.249
H -2.2383 -7.7345 -1.5850  0.266
H -3.9545 -7.4966 -1.2167  0.284
H -3.3346 -7.1648 -2.8562  0.273
H -3.5442 -5.2243 -1.5771  0.079

---

2.
The following is a DFT calculation (ωB97M-V/def2-TZVPD) of a structure of composition C36H101F6N6O18S2Sr at a distorted geometry.

Results
Largest force on an atom   4.05 eV Å⁻¹
Net charge   +1
Kohn-Sham gap   4.23 eV
Multiplicity   1
Energy relative to the best compared isomer or geometry (same formula, charge and spin)   930.4 kJ/mol

Each line ends with the Mulliken charge.
Element x y z (Å)
Sr -3.5869 2.9479 -0.6927  1.718
C -1.1150 -1.3982 -2.6565  0.647
F -0.0210 -1.8939 -3.2256  -0.178
F -1.7014 -0.5006 -3.4188  -0.220
F -2.0006 -2.3202 -2.3984  -0.189
S -0.4811 -0.5599 -1.0364  0.605
O 0.5358 -1.4589 -0.4635  -0.529
O 0.0664 0.6858 -1.5195  -0.439
N -2.0094 -0.2902 -0.1377  -0.383
S -1.8715 -1.4116 0.9749  0.956
O -1.5622 -2.7656 0.5342  -0.534
O -1.1680 -0.9414 2.1497  -0.566
C -3.7009 -1.5241 1.5313  0.472
F -4.5167 -1.8100 0.5100  -0.209
F -3.9283 -2.5167 2.3903  -0.194
F -4.0431 -0.4226 2.1261  -0.226
C -0.3133 -7.3174 -0.0571  -0.438
O 0.8548 -8.0628 -0.3142  -0.517
H -0.5140 -6.5089 -0.7601  0.224
H -1.1065 -8.0649 -0.0727  0.317
H -0.1925 -6.8576 0.9238  0.129
H 0.7813 -8.3555 -1.2256  0.293
C 0.5925 3.2962 4.4852  -0.581
O -0.7542 3.7244 4.7644  -0.450
H 0.5208 2.5977 3.6515  0.155
H 1.1721 4.1577 4.1536  0.268
H 1.0471 2.7333 5.3005  0.330
H -0.6985 4.3703 5.4723  0.281
C 4.6279 4.3666 1.3954  -0.642
O 3.5315 3.7264 0.8008  -0.449
H 4.6193 4.2877 2.4825  0.250
H 5.5231 3.8068 1.1246  0.226
H 4.7420 5.4009 1.0710  0.294
H 3.6932 3.4689 -0.1098  0.293
C -9.2257 -0.3084 3.0516  -0.423
O -10.5986 -0.6985 2.8207  -0.509
H -8.8620 0.3553 2.2672  0.180
H -9.0605 0.1549 4.0243  0.248
H -8.6333 -1.2227 3.0862  0.206
H -11.0007 -0.1169 2.1714  0.302
C -6.3084 -0.1761 -5.3417  -1.146
C -6.1794 0.5685 -3.9957  -0.144
O -5.1261 1.5395 -4.0551  -0.495
H -6.8097 0.4716 -6.0609  0.371
H -6.9209 -1.0652 -5.1916  0.340
H -5.3021 -0.4472 -5.6609  0.316
H -5.9291 -0.1576 -3.2222  0.249
H -7.1400 1.0093 -3.7289  0.254
H -5.1931 1.9863 -4.9021  0.279
C -1.6752 -5.6777 5.0087  -0.979
C -2.9011 -6.3603 4.3189  -0.127
O -2.7011 -7.7636 4.2696  -0.530
H -1.7826 -5.8784 6.0747  0.303
H -1.7550 -4.5977 4.8852  0.281
H -0.7170 -6.1019 4.7084  0.286
H -2.9477 -6.0393 3.2783  0.193
H -3.8569 -6.1291 4.7891  0.278
H -3.2607 -8.0092 3.5293  0.309
C 2.1883 1.3961 -7.2721  -0.966
C 2.1158 2.7479 -8.0112  -0.150
O 2.5868 3.6801 -7.0545  -0.493
H 3.2458 1.1487 -7.1797  0.235
H 1.6760 0.5745 -7.7727  0.364
H 1.8368 1.4036 -6.2404  0.213
H 1.0452 2.9227 -8.1178  0.240
H 2.6161 2.7760 -8.9792  0.302
H 2.5240 4.5939 -7.3417  0.264
C -6.2955 -5.4189 -3.9147  -1.034
C -6.0413 -5.3068 -2.4340  -0.172
O -6.9241 -6.1727 -1.7589  -0.518
H -6.0132 -6.4340 -4.1937  0.288
H -5.6822 -4.7042 -4.4636  0.286
H -7.3463 -5.3059 -4.1816  0.357
H -6.2464 -4.2989 -2.0733  0.187
H -4.9684 -5.4007 -2.2663  0.309
H -7.8151 -5.9074 -1.9983  0.300
C -2.8566 0.1075 7.3567  -0.855
C -1.4488 -0.1759 7.9546  -0.216
O -1.4345 -1.4712 8.4313  -0.501
H -2.9266 1.1331 6.9942  0.237
H -3.6117 -0.0350 8.1298  0.314
H -3.1313 -0.4876 6.4858  0.204
H -1.1788 0.5579 8.7140  0.242
H -0.7296 -0.0471 7.1457  0.249
H -0.7665 -1.9217 7.9093  0.331
C 7.9042 -3.9321 -6.8919  -1.487
C 7.3390 -3.0458 -5.7667  0.653
C 6.4823 -3.7994 -4.7447  -0.343
O 5.3110 -4.2874 -5.3419  -0.371
C 4.4465 -4.9622 -4.3848  -0.683
N 8.4582 -2.3425 -5.1705  -0.768
H 8.6497 -4.6190 -6.4912  0.365
H 8.4116 -3.4417 -7.7226  0.356
H 7.1666 -4.6229 -7.3004  0.319
H 6.6726 -2.3392 -6.2614  0.179
H 6.1190 -3.1902 -3.9171  0.148
H 7.1596 -4.5440 -4.3264  0.291
H 4.3427 -4.3953 -3.4596  0.273
H 4.8076 -5.9662 -4.1621  0.294
H 3.4668 -5.1585 -4.8206  0.261
H 8.1914 -1.8556 -4.3268  0.222
H 8.7081 -1.5819 -5.7863  0.286
C -0.0941 7.0475 0.3878  -1.633
C -0.9051 6.0207 -0.3539  0.475
C -0.3513 5.7550 -1.7641  -0.802
O -1.1907 4.8021 -2.3985  -0.141
C -0.9976 4.7994 -3.8219  -0.846
N -0.7686 4.7552 0.3893  -0.325
H -0.1764 7.9886 -0.1560  0.437
H 0.9570 6.7683 0.4612  0.343
H -0.4715 7.1911 1.4002  0.432
H -1.8935 6.4788 -0.3173  0.086
H 0.5784 5.1877 -1.7201  0.385
H -0.2177 6.6748 -2.3334  0.434
H 0.0289 4.4571 -3.9536  0.380
H -1.2342 5.7450 -4.3097  0.320
H -1.6826 4.0686 -4.2518  0.236
H 0.1873 4.4349 0.3281  0.169
H -0.7558 4.9344 1.3832  0.185
C -5.7893 4.9525 5.4493  -1.405
C -5.4118 5.4456 4.0081  0.205
C -4.8060 6.9355 4.0471  -0.604
O -5.7241 7.7849 4.7357  -0.331
C -5.2525 9.0812 5.1354  -0.743
N -4.5755 4.3832 3.4140  -0.511
H -6.5489 5.5700 5.9287  0.351
H -4.9293 4.9295 6.1186  0.354
H -6.2564 3.9687 5.4946  0.437
H -6.3463 5.5863 3.4649  0.243
H -4.6760 7.3683 3.0552  0.346
H -3.8206 6.9086 4.5121  0.353
H -6.0369 9.7447 5.4997  0.265
H -4.7471 9.7103 4.4026  0.280
H -4.7043 8.8096 6.0375  0.322
H -3.7546 4.4805 3.9943  0.214
H -4.9345 3.4918 3.7250  0.281
C 6.7979 2.2043 -3.5607  -1.424
C 5.5524 1.3642 -3.1943  0.484
C 5.8346 0.5255 -1.9497  -0.546
O 7.0407 -0.2297 -2.0965  -0.270
C 7.2231 -1.1738 -1.0117  -0.947
N 4.4444 2.2778 -2.8679  -0.621
H 7.5508 1.5800 -4.0417  0.307
H 7.2778 2.6898 -2.7109  0.305
H 6.5757 3.0435 -4.2199  0.412
H 5.3359 0.7043 -4.0344  0.222
H 5.0247 -0.1802 -1.7648  0.382
H 5.9445 1.0801 -1.0178  0.241
H 7.1851 -0.6286 -0.0687  0.355
H 8.1844 -1.6864 -1.0468  0.329
H 6.4198 -1.9072 -0.9426  0.354
H 4.2247 2.7191 -3.7495  0.257
H 3.6099 1.7289 -2.7180  0.190
C 3.9054 -5.1667 3.6430  -1.500
C 3.5460 -3.9217 2.7739  0.644
C 4.4582 -2.7046 3.0217  -0.531
O 4.2790 -2.1313 4.3265  -0.340
C 5.2662 -1.1429 4.6239  -0.752
N 3.6030 -4.4521 1.3934  -0.732
H 4.8775 -5.6568 3.5888  0.360
H 3.1374 -5.9397 3.6157  0.367
H 3.8869 -4.9794 4.7166  0.380
H 2.5094 -3.6690 2.9966  0.155
H 4.1258 -2.0215 2.2401  0.242
H 5.5034 -2.9931 2.9104  0.336
H 5.1633 -0.7560 5.6377  0.283
H 5.0341 -0.2465 4.0489  0.280
H 6.3187 -1.4119 4.5339  0.312
H 2.9986 -5.2533 1.2803  0.256
H 3.2722 -3.7200 0.7813  0.249